1.
2 unconnected molecules or ions with the total composition C5H16N2O in a non-equilibrium geometry. Source: the OMol25 dataset; level of theory: the ωB97M-V functional and the def2-TZVPD basis.

Results
Frontier orbital gap, eV: 9.188
Total charge: 0
Maximum force, hartree/bohr: 0.1192
SMILES: CNCC[C@H](C)N.O
M, g/mol: 120.2
HOMO level, Eh: -0.305

Cartesian coordinates (Å):
C (-2.390, -0.519, -1.192)
C (-1.483, 0.554, -0.717)
C (-1.417, 0.561, 0.944)
C (-0.335, 1.435, 1.554)
C (0.790, -0.337, 2.847)
N (1.012, 0.675, 1.811)
N (-0.162, 0.546, -1.480)
H (-2.042, -1.584, -0.966)
H (-2.674, -0.457, -2.243)
H (-3.478, -0.434, -0.913)
H (-2.080, 1.511, -1.013)
H (-2.400, 0.826, 1.190)
H (-1.317, -0.478, 1.250)
H (-0.206, 2.244, 0.842)
H (-0.561, 1.847, 2.667)
H (0.971, -1.361, 2.775)
H (1.760, -0.128, 3.470)
H (-0.128, -0.092, 3.419)
H (1.450, 0.379, 1.044)
H (0.265, 1.590, -1.463)
H (0.333, -0.385, -1.204)
H (5.468, -2.097, -4.414)
H (3.946, -2.386, -4.309)
O (4.676, -1.910, -3.899)

Force components x, y, z for each atom (eV/Å):
C -1.804 -2.303 -0.396
C 0.284 2.400 0.736
C 0.937 -0.857 -2.537
C 1.421 -0.826 2.023
C 2.898 3.074 2.392
N -4.860 2.393 2.868
N -0.908 0.808 1.309
H -0.422 1.346 -0.265
H 1.239 -0.007 -0.579
H 1.100 0.022 1.174
H 1.505 -1.115 0.522
H -1.435 0.688 0.709
H 0.196 -0.201 0.129
H 0.539 0.457 0.373
H 0.105 -0.739 -2.848
H -0.635 -1.982 -1.518
H -1.955 -0.287 0.206
H 0.775 -0.395 -0.216
H 1.744 -1.505 -3.880
H -0.466 -4.042 0.381
H -0.255 3.069 -0.586
H -0.242 -0.078 -0.030
H 0.221 0.004 -0.083
O 0.017 0.076 0.115

natural (NBO) population analysis, charges in e, atoms 1 to 4: number 1, C, carries -0.644; number 2, C, carries -0.039; number 3, C, carries -0.446; number 4, C, carries -0.224

=====

2.
A molecular structure, C35H26LuN4O10PS2 in a non-equilibrium geometry. Source: the OMol25 dataset; level of theory: the ωB97M-V functional and the def2-TZVPD basis.

Results
Frontier orbital gap, eV: 7.353
Total charge: -2
Maximum force, hartree/bohr: 0.0633
M, g/mol: 932.7
HOMO level, Eh: -0.118

Cartesian coordinates (Å):
Lu (-0.794, 0.820, 1.799)
O (2.449, 0.828, 4.276)
C (2.347, 0.912, 3.059)
O (1.325, 1.318, 2.403)
C (3.521, 0.535, 2.176)
C (4.808, 0.480, 2.696)
C (5.876, 0.156, 1.883)
C (5.653, -0.107, 0.539)
C (4.370, -0.074, 0.024)
C (3.284, 0.227, 0.838)
P (1.560, 0.281, 0.189)
C (1.686, -0.988, -1.132)
C (2.243, -2.216, -0.776)
C (2.184, -3.295, -1.635)
C (1.554, -3.167, -2.862)
C (0.947, -1.969, -3.201)
C (0.991, -0.893, -2.333)
C (1.865, 1.851, -0.725)
C (2.404, 1.912, -2.007)
C (2.666, 3.136, -2.600)
C (2.411, 4.314, -1.916)
C (1.880, 4.262, -0.637)
C (1.602, 3.040, -0.051)
H (4.946, 0.689, 3.748)
H (6.880, 0.101, 2.285)
H (6.485, -0.348, -0.109)
H (4.210, -0.298, -1.020)
H (2.692, -2.324, 0.205)
H (2.598, -4.247, -1.332)
H (1.501, -4.013, -3.531)
H (0.413, -1.883, -4.137)
H (0.457, 0.019, -2.562)
H (2.602, 1.002, -2.554)
H (3.076, 3.167, -3.603)
H (2.630, 5.266, -2.380)
H (1.681, 5.171, -0.087)
H (1.172, 3.000, 0.941)
O (-3.115, 1.312, 4.968)
C (-2.667, 1.203, 3.832)
O (-1.621, 1.774, 3.371)
C (-3.375, 0.285, 2.772)
O (-4.457, -0.242, 3.003)
O (-2.704, 0.173, 1.684)
N (-1.256, -1.984, 3.452)
C (-1.680, -2.332, 4.674)
C (-1.141, -1.422, 5.559)
C (-0.399, -0.545, 4.765)
N (-0.477, -0.897, 3.486)
H (-1.440, -2.423, 2.548)
H (-2.320, -3.178, 4.830)
H (-1.280, -1.372, 6.619)
H (0.193, 0.303, 5.060)
O (-1.498, -5.468, -3.307)
S (-2.336, -5.004, -2.219)
O (-3.338, -5.959, -1.799)
N (-1.454, -4.435, -0.964)
C (-1.601, -3.142, -0.832)
S (-0.847, -2.260, 0.382)
C (-2.512, -2.500, -1.810)
C (-2.847, -1.160, -1.931)
C (-3.763, -0.798, -2.908)
C (-4.346, -1.746, -3.736)
C (-3.999, -3.087, -3.625)
C (-3.081, -3.432, -2.665)
H (-2.391, -0.439, -1.269)
H (-4.031, 0.243, -3.029)
H (-5.074, -1.441, -4.474)
H (-4.431, -3.845, -4.260)
O (-1.060, 1.014, -0.491)
C (-1.502, 2.171, -0.428)
C (-2.264, 2.846, -1.568)
C (-2.577, 4.211, -0.985)
C (-1.827, 4.208, 0.373)
O (-1.708, 5.193, 1.065)
N (-1.323, 2.966, 0.623)
H (-3.141, 2.247, -1.807)
H (-1.616, 2.896, -2.444)
H (-3.637, 4.366, -0.781)
H (-2.231, 5.033, -1.611)

Force components x, y, z for each atom (eV/Å):
Lu 2.939 -0.235 -1.374
O 0.077 -0.018 0.053
C 0.329 0.132 0.301
O -0.111 0.457 0.623
C -0.299 -0.087 0.000
C -0.001 -0.004 0.112
C 0.024 0.015 0.063
C 0.099 -0.041 -0.128
C 0.088 -0.051 -0.024
C 0.030 -0.072 0.319
P 0.761 -0.561 -1.113
C -0.039 0.042 0.143
C 0.030 0.149 -0.021
C 0.056 -0.080 -0.016
C 0.015 -0.100 -0.016
C -0.101 -0.064 -0.155
C 0.132 0.108 0.184
C -0.193 0.045 0.016
C -0.079 0.001 -0.007
C 0.070 -0.011 -0.147
C 0.036 0.101 -0.038
C 0.048 0.143 -0.043
C -0.027 -0.038 0.124
H -0.048 0.022 0.076
H 0.015 0.045 0.028
H 0.036 -0.018 -0.058
H -0.006 -0.040 -0.106
H 0.057 -0.069 -0.046
H 0.018 -0.046 -0.007
H -0.081 -0.085 -0.066
H -0.075 -0.008 -0.061
H -0.035 0.059 -0.093
H 0.073 -0.023 -0.009
H 0.003 0.008 0.015
H -0.011 0.061 -0.011
H -0.067 0.072 0.018
H 0.190 0.159 -0.085
O 0.249 -0.073 -0.779
C -1.424 -0.028 1.503
O -0.071 1.160 1.118
C -1.782 -0.396 0.883
O 0.730 0.381 -0.055
O -1.295 -0.589 -0.577
N -0.279 -0.359 0.201
C 0.184 0.114 -0.097
C 0.099 -0.050 -0.082
C 0.145 -0.212 0.208
N 0.073 0.025 -0.240
H -0.020 0.051 0.067
H -0.106 -0.102 -0.051
H -0.061 -0.013 0.186
H 0.003 0.135 -0.099
O 0.077 0.301 0.167
S -0.217 -0.326 -0.426
O 0.083 0.386 0.179
N -0.298 -0.664 -0.545
C 0.303 0.222 0.694
S 0.101 -0.043 0.152
C -0.513 0.173 -0.571
C 0.118 -0.178 0.155
C 0.012 0.095 -0.005
C 0.013 -0.112 -0.061
C -0.120 -0.165 -0.172
C 0.614 -0.177 0.621
H 0.002 0.047 0.042
H -0.037 0.062 0.036
H -0.046 0.023 -0.075
H -0.093 -0.027 -0.114
O -0.128 -0.184 -0.082
C -0.458 1.185 -1.046
C 0.063 -0.176 0.249
C 0.138 0.038 0.181
C -0.360 0.495 -0.456
O 0.012 0.045 0.100
N 0.320 -0.922 0.332
H -0.008 -0.054 -0.091
H -0.007 -0.109 -0.033
H 0.015 -0.018 -0.004
H 0.024 0.067 0.139

Löwdin population analysis, charges in e, atoms 1 to 4: number 1, Lu, carries 1.577; number 2, O, carries 0.034; number 3, C, carries -0.606; number 4, O, carries -0.275